(1)
Formula: C3H8N2OS
Source: the OMol25 dataset
Level of theory: wB97M-V/def2-TZVPD

The HOMO energy comes out at -8.6 eV. The energy relative to the best compared isomer or geometry (same formula, charge and spin) is 118.0 kcal per mole. The largest force on an atom comes out at 6.7 eV Å⁻¹.

The geometry in ORCA input format:
```
! wB97M-V def2-TZVPD RIJCOSX def2/J DEFGRID3
* xyz 0 1
C 1.66 -1.30 0.70
C 0.15 0.05 -0.33
C -2.37 0.63 0.65
H 1.08 -1.84 1.34
H 2.73 -1.87 0.53
H 1.84 -0.44 1.32
H -2.36 1.70 0.19
H -3.44 0.14 0.93
H -1.70 0.43 1.67
H 2.15 2.36 -0.19
H 2.39 0.78 -0.59
N 0.27 1.39 -0.25
N 1.84 1.42 0.15
O 1.10 -0.86 -0.56
S -1.43 -0.64 -0.39
*
```

=====

(2)
Formula: C3H8N2OS2
Source: the OMol25 dataset
Level of theory: wB97M-V/def2-TZVPD

The HOMO energy comes out at -8.0 eV. The energy relative to the best compared isomer or geometry (same formula, charge and spin) is 120.4 kcal per mole. The largest force on an atom comes out at 5.3 eV Å⁻¹.

The geometry in ORCA input format:
```
! wB97M-V def2-TZVPD RIJCOSX def2/J DEFGRID3
* xyz 0 1
C -0.27 -2.56 0.19
C 0.26 -0.04 0.36
C 0.49 2.41 0.73
H -0.66 -2.46 1.33
H 0.66 -3.05 -0.01
H -1.15 -3.08 -0.23
H 0.79 -1.33 -2.51
H 0.66 3.32 -0.06
H -0.03 2.87 1.69
H 1.57 2.23 0.68
H -1.76 1.42 -1.04
N -0.25 -1.05 -0.37
N -0.06 1.21 0.16
O -1.43 1.36 -0.03
S -0.53 -1.01 -2.11
S 1.73 -0.22 1.23
*
```

=====

(3)
Formula: C3H8N2OS2
Source: the OMol25 dataset
Level of theory: wB97M-V/def2-TZVPD

The HOMO energy comes out at -9.0 eV. The energy relative to the best compared isomer or geometry (same formula, charge and spin) is 5.0 kcal per mole. The largest force on an atom comes out at 1.2 eV Å⁻¹.

The geometry in ORCA input format:
```
! wB97M-V def2-TZVPD RIJCOSX def2/J DEFGRID3
* xyz 0 1
S -1.65 -1.38 3.17
S -1.77 -0.30 1.48
C -0.26 -0.71 0.56
C -0.29 0.04 -0.78
C 1.12 -0.06 -1.38
N 2.02 0.83 -0.88
O 1.47 -0.92 -2.16
N -0.70 1.40 -0.58
H -2.49 -2.40 2.95
H -0.10 -1.77 0.42
H 0.64 -0.41 1.10
H -0.93 -0.39 -1.51
H 1.76 1.57 -0.26
H 3.00 0.66 -1.04
H -0.93 1.95 -1.39
H -0.90 1.88 0.27
*
```

=====

(4)
Formula: C3H8N2S
Source: the OMol25 dataset
Level of theory: wB97M-V/def2-TZVPD

The HOMO energy comes out at -7.5 eV. The energy relative to the best compared isomer or geometry (same formula, charge and spin) is 33.8 kcal per mole. The largest force on an atom comes out at 2.4 eV Å⁻¹.

The geometry in ORCA input format:
```
! wB97M-V def2-TZVPD RIJCOSX def2/J DEFGRID3
* xyz 0 1
C 3.29 -0.02 0.31
C 0.94 -0.31 -0.25
C -2.84 0.71 0.12
H 3.53 -0.97 -0.09
H 3.26 -0.12 1.43
H 4.10 0.70 0.04
H 1.83 1.46 -0.10
H 1.03 -1.41 -0.38
H -3.84 0.29 0.09
H -2.75 1.26 1.05
H -2.74 1.44 -0.70
N 2.06 0.45 -0.31
N -0.20 0.29 -0.11
S -1.62 -0.63 0.04
*
```

=====

no.,Kohn-Sham gap (eV)
1,9.3104
2,8.1218
3,9.5635
4,8.5515